Record 1
Below is a structure of composition C6H12O3, with properties calculated with ωB97M-V/def2-TZVPD.

The geometry in XYZ format:
```
21
Properties=species:S:1:pos:R:3:nbo_charge:R:1
C -1.0820 0.6321 -1.5091 0.375
C -0.1622 0.7253 0.9065 0.020
C 0.0132 -0.0451 -2.0536 -0.565
C 0.3064 0.1826 2.2489 -0.656
C 0.5949 -1.7393 -0.0642 -0.686
C 0.8025 -0.2717 -0.3962 0.486
O -2.2350 -0.0181 -1.3178 -0.633
O 0.3081 2.0243 0.6890 -0.762
O 1.9233 0.2735 -0.3992 -0.729
H -2.8392 0.5113 -0.7781 0.499
H 1.2216 1.8916 0.3508 0.492
H -1.0315 1.6836 -1.2532 0.220
H -1.2546 0.7395 0.9030 0.137
H 0.7117 0.5545 -2.6209 0.264
H -0.2000 -1.0103 -2.4988 0.239
H 1.3892 0.0588 2.2522 0.220
H 0.0376 0.8981 3.0295 0.216
H -0.1620 -0.7726 2.4887 0.201
H 0.9462 -1.9714 0.9375 0.236
H -0.4596 -2.0041 -0.1487 0.212
H 1.1716 -2.3425 -0.7661 0.216
```

Computed properties:
- HOMO level: -7.9 eV
- HOMO-LUMO gap: 7.91 eV
- Total energy: -12555.6226 eV
- LUMO level: 0.01 eV
- Energy above the lowest of the compared OMol25 structures with the same formula, charge and spin: 97.5 kcal per mole


Record 2
Below is a structure of composition C45H54F3InN6O2, with properties calculated with ωB97M-V/def2-TZVPD.

The geometry in XYZ format:
```
111
Properties=species:S:1:pos:R:3:mulliken_charge:R:1
In 0.0011 0.3505 0.1385 2.149
C 2.0627 1.3644 5.4425 -0.735
C 1.6290 -0.1066 5.4204 -1.230
C 0.6606 -0.3642 4.3006 0.164
C -0.6970 -0.2966 4.3260 0.582
C -1.6071 -0.0013 5.4883 -1.185
C -2.0407 1.4658 5.5415 -0.925
C -1.1451 -0.4010 2.9365 -0.014
C -2.4520 -0.2448 2.5012 -0.906
C -2.9239 -0.1367 1.1641 -0.105
C -4.3022 -0.1017 0.7330 0.639
C -5.5068 -0.0820 1.6168 -1.130
C -5.9031 1.3435 1.9901 -1.172
C -4.2886 -0.0066 -0.6364 0.958
C -2.9075 0.0310 -1.0327 -0.562
C -2.4311 0.0364 -2.3517 -0.507
C -1.1120 0.0129 -2.8095 -0.652
N 0.0039 0.0187 -2.0194 0.961
C 1.0859 -0.0285 -2.8223 -0.375
C 2.4260 -0.0795 -2.3797 -1.044
C 2.8682 -0.1633 -1.0708 -0.042
N 2.0636 -0.2287 0.0261 0.811
C 2.8424 -0.3125 1.1326 -0.114
C 2.3711 -0.4415 2.4397 -0.706
C 1.0528 -0.4950 2.9008 0.207
N -0.0568 -0.5797 2.1295 0.093
C 4.2425 -0.2893 0.7156 0.447
C 4.2614 -0.1975 -0.6435 0.614
C 5.4270 -0.0658 -1.5806 -1.222
C 5.6342 1.3721 -2.0733 -1.018
C 5.4110 -0.2029 1.6625 -1.319
C 5.6336 1.2566 2.0792 -0.854
C 0.6486 -0.0699 -4.2111 0.604
C -0.7138 -0.0492 -4.1954 0.630
C -1.6550 -0.0391 -5.3544 -1.241
C -2.1553 1.3657 -5.6968 -1.128
C 1.5614 -0.0532 -5.4018 -1.174
C 2.0703 1.3506 -5.7013 -1.025
N -2.1207 -0.0370 0.0858 0.365
C -5.4648 -0.0079 -1.5682 -1.267
C -5.8049 -1.4341 -2.0318 -1.204
H 2.7637 1.5445 6.2524 0.416
H 1.2161 2.0195 5.6131 0.163
H 2.5188 1.6892 4.5073 0.031
H 1.1867 -0.3863 6.3803 0.441
H 2.4946 -0.7592 5.3072 0.421
H -1.1161 -0.2596 6.4290 0.383
H -2.4917 -0.6553 5.4660 0.419
H -1.1716 2.1173 5.6576 0.205
H -2.7026 1.6463 6.3883 0.409
H -2.5630 1.7636 4.6282 0.164
H -3.2035 -0.1467 3.2742 0.365
H -5.3125 -0.6575 2.5198 0.454
H -6.3414 -0.5934 1.1163 0.376
H -5.0893 1.8762 2.4728 0.251
H -6.7786 1.3660 2.6430 0.410
H -6.1832 1.9171 1.0999 0.306
H -3.2007 0.0494 -3.1142 0.328
H 3.1900 -0.0940 -3.1438 0.471
H 3.1292 -0.3998 3.2101 0.245
H 5.3075 -0.7311 -2.4457 0.422
H 6.3367 -0.4355 -1.1008 0.349
H 4.7667 1.7562 -2.5887 0.187
H 6.4917 1.4141 -2.7457 0.399
H 5.8240 2.0589 -1.2559 0.252
H 6.3145 -0.5976 1.1918 0.429
H 5.2452 -0.8382 2.5321 0.433
H 5.9727 1.8495 1.2274 0.162
H 6.3903 1.3142 2.8560 0.417
H 4.7214 1.7140 2.4507 0.130
H -2.5064 -0.7023 -5.1625 0.401
H -1.1524 -0.4839 -6.2173 0.429
H -2.7323 1.7794 -4.8710 0.262
H -2.7923 1.3465 -6.5827 0.414
H -1.3158 2.0311 -5.8742 0.231
H 1.0531 -0.4669 -6.2903 0.379
H 2.4142 -0.7128 -5.2497 0.395
H 1.2459 2.0439 -5.8858 0.220
H 2.7080 1.3486 -6.5859 0.413
H 2.6474 1.7483 -4.8831 0.187
H -5.2828 0.6115 -2.4395 0.421
H -6.3419 0.4233 -1.0956 0.402
H -4.9775 -1.9056 -2.5535 0.256
H -6.6479 -1.4484 -2.7131 0.431
H -6.0730 -2.0916 -1.2014 0.310
N -0.5581 2.6260 -0.8899 -0.315
C -0.2363 3.8161 -0.1060 -0.882
C 1.2147 3.8312 0.3089 -0.627
C 1.5453 2.8186 1.3944 0.339
O 2.6016 2.9006 2.0160 -0.676
O 0.6354 1.9046 1.5752 -0.270
H -0.1403 2.6745 -1.8112 0.187
H -1.5504 2.5884 -1.0919 0.126
H -0.8693 3.8196 0.7741 0.358
H -0.4890 4.7173 -0.6870 0.442
H 1.5430 4.8132 0.6391 0.431
H 1.8629 3.6177 -0.5576 0.158
F -0.3903 -7.1846 1.1399 -0.251
C -0.2134 -6.7263 -0.1057 0.728
F -1.1956 -7.2333 -0.8641 -0.288
F 0.9543 -7.2471 -0.5454 -0.256
C -0.1937 -5.2225 -0.1491 0.697
C -1.0855 -4.4996 -0.9040 -1.267
C -0.9785 -3.1164 -0.8856 0.076
N -0.0673 -2.4603 -0.1792 0.372
C 0.7679 -3.1829 0.5573 -0.145
C 0.7516 -4.5616 0.6082 -1.631
H -1.8576 -4.9747 -1.5027 0.504
H -1.6253 -2.4909 -1.4821 0.327
H 1.4800 -2.6296 1.1394 0.428
H 1.4634 -5.1134 1.1954 0.476
```

Computed properties:
- HOMO level: -6.8 eV
- HOMO-LUMO gap: 5.79 eV
- Total energy: -73908.2598 eV
- LUMO level: -0.97 eV


Record 3
Below is a cluster of 2 separate species, C30H58Cl2N3O4 in total, with properties calculated with ωB97M-V/def2-TZVPD.

The geometry in XYZ format:
```
97
Properties=species:S:1:pos:R:3:mulliken_charge:R:1
C 3.3574 -5.9621 2.0479 -0.939
C 2.4988 -5.5466 0.7457 -0.392
C 3.0278 -4.1288 0.2237 1.556
C 4.0302 -4.2249 -1.0270 -1.120
C 4.4043 -2.7469 -1.5705 -0.281
C 5.3011 -1.9676 -0.4566 -0.646
C 4.4704 -0.6451 -0.0546 0.305
C 5.0179 0.0480 1.2966 -0.676
C 4.9763 -0.9520 2.5571 -0.911
C 3.4734 -1.3710 2.9606 0.699
C 2.6615 -0.1879 3.6719 -0.745
C 1.0635 -0.4610 3.5290 -0.546
C 0.4872 0.6794 2.5657 -1.116
C 1.0473 0.4588 1.0616 0.747
C 0.4273 -0.9200 0.5463 0.155
C 0.0781 -0.9028 -1.0347 -1.063
N -1.1087 -0.0327 -1.3153 1.603
C -1.0265 0.5119 -2.7056 -0.513
C -2.3667 1.1994 -3.2312 -0.956
N -3.4265 1.4446 -2.2504 0.327
C -3.7117 2.8170 -1.9396 -0.600
Cl -5.4436 3.3749 -2.2479 -0.150
C -2.8559 3.7945 -1.4248 0.757
C -3.2974 5.2985 -1.0690 -1.112
Cl -1.1164 3.3797 -1.1185 -0.171
C -3.6032 0.4613 -1.1711 0.269
C -3.9306 1.0920 0.2771 -0.586
C -4.3612 -0.0424 1.3309 0.313
O -4.6454 -1.2041 1.0237 -0.486
O -4.4513 0.3862 2.6779 -0.492
C -2.4471 -0.6762 -1.0949 -0.433
C -2.7460 -1.9019 -2.1123 -1.074
C -3.9652 -2.8263 -1.6159 -0.504
C -3.5052 -3.9101 -0.5471 0.372
N -2.3718 -4.8005 -0.9330 -0.516
O -4.0304 -4.1051 0.5569 -0.520
H 3.7020 -5.0743 2.6647 0.201
H 4.2268 -6.6329 1.7160 0.256
H 2.6885 -6.6082 2.7019 0.352
H 1.4157 -5.3964 1.0811 0.178
H 2.5978 -6.3612 -0.0495 0.311
H 3.5774 -3.6258 1.0872 -0.477
H 2.1524 -3.4877 -0.1176 -0.704
H 3.5349 -4.7678 -1.8934 0.399
H 4.9812 -4.7804 -0.7456 0.289
H 4.9848 -2.8812 -2.5507 0.397
H 3.4374 -2.1707 -1.7551 -0.009
H 5.4350 -2.6566 0.4351 0.200
H 6.2934 -1.6806 -0.9504 0.398
H 4.5626 0.1002 -0.9175 0.407
H 3.3766 -0.9424 0.0027 -0.532
H 6.0695 0.4747 1.1386 0.407
H 4.2848 0.8906 1.5521 0.255
H 5.3977 -0.3992 3.4640 0.386
H 5.6452 -1.8677 2.4166 0.329
H 3.5516 -2.2317 3.7085 0.386
H 2.9457 -1.7868 2.0351 -0.848
H 2.8597 -0.0945 4.7831 0.416
H 2.8987 0.8206 3.1812 0.254
H 0.8834 -1.5208 3.1660 0.269
H 0.5246 -0.3647 4.5307 0.422
H -0.6487 0.7755 2.5918 0.252
H 0.9052 1.6853 2.9214 0.458
H 0.6492 1.3571 0.4667 0.046
H 2.1760 0.5150 1.0211 -0.299
H 1.2389 -1.7113 0.6694 -1.003
H -0.5123 -1.2484 1.0946 0.626
H 0.0420 -1.9343 -1.4957 0.262
H 0.9794 -0.3772 -1.5183 0.410
H -1.0534 0.7558 -0.6329 -0.109
H -0.8075 -0.3835 -3.3896 0.384
H -0.1297 1.2098 -2.8526 0.438
H -2.0554 2.1899 -3.7168 0.325
H -2.7802 0.5463 -4.0742 0.383
H -4.3682 5.3189 -0.6643 0.372
H -3.1719 5.9973 -1.9562 0.226
H -2.6502 5.6412 -0.1871 0.340
H -4.5493 -0.1446 -1.4242 0.181
H -3.0143 1.6416 0.6929 0.161
H -4.8515 1.7771 0.2513 0.525
H -4.4440 -0.3976 3.2658 0.399
H -2.3953 -1.1713 -0.0684 0.229
H -1.8605 -2.5956 -2.2436 0.329
H -3.0077 -1.4943 -3.1528 0.264
H -4.2813 -3.4272 -2.5441 0.528
H -4.8821 -2.2486 -1.2950 0.227
H -1.7465 -4.9239 -0.1253 0.230
H -2.7692 -5.7419 -1.1071 0.302
C -2.4003 10.4220 -1.1092 -1.144
C -2.4270 8.9206 -0.9033 -0.142
O -3.7549 8.4820 -0.6335 -0.512
H -2.7806 10.9366 -0.2238 0.284
H -1.3851 10.7707 -1.3109 0.342
H -3.0432 10.7091 -1.9461 0.346
H -1.8013 8.6403 -0.0537 0.304
H -2.0571 8.3982 -1.7924 0.235
H -4.3013 8.7248 -1.3914 0.301
```

Computed properties:
- HOMO level: -12.0 eV
- Charge: +1
- HOMO-LUMO gap: 9.92 eV
- Total energy: -69745.3009 eV
- LUMO level: -2.11 eV


Record 4
Below is a structure of composition C13H27CsN3O2V, with properties calculated with ωB97M-V/def2-TZVPD.

The geometry in XYZ format:
```
47
Properties=species:S:1:pos:R:3:nbo_charge:R:1
N 2.0649 -0.4291 0.3521 -0.886
C 3.0472 -1.0655 0.7849 0.877
O 4.2527 -1.3168 0.7563 -0.484
Cs 3.9177 -0.8052 -1.9196 0.991
V 0.3618 0.0157 0.0990 1.443
N -0.8420 -1.3993 -0.5383 -0.469
N -0.2604 1.6365 -0.6597 -0.503
C -0.4096 -2.7918 -0.6414 0.074
C 0.1842 2.9393 -0.1641 0.095
C 0.8310 -3.0071 -1.4939 -0.616
C -1.4609 -3.7772 -1.1597 -0.622
C -0.0773 -3.2825 0.7974 -0.596
C 0.2898 4.0631 -1.2198 -0.616
C -0.7934 3.4652 0.8972 -0.612
C 1.5839 2.8551 0.4797 -0.612
H 0.7003 -2.5967 -2.4964 0.227
H 0.9060 -4.1068 -1.5869 0.256
H 1.7751 -2.6669 -1.0493 0.166
H -2.3192 -3.8983 -0.4711 0.233
H -0.9979 -4.7636 -1.2643 0.243
H -1.8123 -3.4826 -2.1517 0.232
H 0.7743 -2.7225 1.2264 0.182
H 0.1753 -4.3541 0.7170 0.247
H -0.9439 -3.1600 1.4737 0.233
H 0.8916 3.7189 -2.0560 0.213
H 0.7688 4.9412 -0.7771 0.245
H -0.6894 4.3656 -1.5678 0.226
H -1.7121 3.7728 0.4152 0.225
H -0.3637 4.3339 1.3672 0.239
H -0.9982 2.7284 1.6384 0.220
H 1.5938 2.2010 1.3483 0.199
H 1.8544 3.8810 0.8184 0.266
H 2.3382 2.4872 -0.2387 0.202
C -1.3756 1.7701 -1.6016 -0.444
H -1.5011 0.8666 -2.1646 0.217
H -2.2892 2.0509 -1.1028 0.237
H -1.2168 2.5528 -2.3308 0.244
C -2.2589 -1.2111 -0.4175 -0.451
H -2.7203 -2.0713 0.0617 0.236
H -2.4451 -0.3160 0.1447 0.240
H -2.7679 -1.1115 -1.3455 0.239
C 0.7215 -0.1732 3.0081 -0.767
C -0.3093 0.1254 2.0076 0.351
O -1.4590 0.5122 2.1967 -0.440
H 1.6793 -0.5146 2.5291 0.219
H 0.3898 -1.0100 3.6837 0.301
H 0.9218 0.7509 3.6162 0.299
```

Computed properties:
- HOMO level (alpha / beta): -15.3 / -15.3 eV
- Charge: +2
- HOMO-LUMO gap (alpha / beta): 6.87 / 6.87 eV
- Total energy: -48702.5598 eV
- LUMO level (alpha / beta): -8.45 / -8.45 eV


Record 5
Below is a structure of composition C22H25AsN7OSW, with properties calculated with ωB97M-V/def2-TZVPD.

The geometry in XYZ format:
```
58
Properties=species:S:1:pos:R:3:nbo_charge:R:1
W -0.2311 -0.3203 -0.2467 1.688
N 2.9265 2.6468 -0.1564 -0.454
C 2.0250 1.7910 -0.5551 0.382
N 1.1505 1.2130 0.2710 -0.641
C 1.1626 1.5529 1.6410 0.414
N 0.3050 1.0294 2.4571 -0.297
N -0.5481 0.1856 1.7791 -0.351
C -1.5105 -0.3837 2.4157 0.146
C -2.3972 -1.2137 1.5998 0.123
C -3.4942 -1.8760 2.1078 -0.171
C -4.3012 -2.6019 1.2337 -0.083
C -3.9875 -2.6315 -0.1152 -0.211
C -2.8704 -1.9467 -0.5659 0.090
N -2.0767 -1.2610 0.2716 -0.520
C 2.1487 2.5093 2.1059 -0.088
C 2.2314 2.9070 3.4447 -0.144
C 3.1865 3.8264 3.8234 -0.166
C 4.0703 4.3628 2.8828 -0.114
C 4.0066 3.9841 1.5544 -0.209
C 3.0418 3.0596 1.1870 0.139
H 3.5598 3.0369 -0.8448 0.457
H 1.9909 1.5336 -1.6061 0.245
H -1.6491 -0.2222 3.4796 0.257
H -3.7245 -1.8142 3.1629 0.268
H -5.1703 -3.1275 1.6073 0.271
H -4.5973 -3.1741 -0.8242 0.272
H -2.5905 -1.9404 -1.6117 0.237
H 1.5450 2.4914 4.1685 0.257
H 3.2539 4.1383 4.8563 0.259
H 4.8134 5.0848 3.1932 0.260
H 4.6883 4.4004 0.8235 0.248
C -3.1439 2.7176 -4.8093 -0.672
C -2.5416 2.1516 -3.5734 0.359
C -2.9380 2.5783 -2.2905 -0.286
C -2.3366 2.0137 -1.1980 0.111
N -1.3769 1.0774 -1.3699 -0.606
C -1.0754 0.7120 -2.6355 0.311
S 0.1366 -0.5766 -2.6089 -0.053
N -1.6045 1.2020 -3.7250 -0.435
H -3.8287 3.5322 -4.5910 0.245
H -3.6795 1.9258 -5.3375 0.273
H -2.3536 3.0637 -5.4762 0.272
H -3.6963 3.3379 -2.1694 0.268
H -2.5850 2.2966 -0.1832 0.231
C 0.3966 -4.2611 -1.4144 -0.994
As 1.5438 -3.4117 -0.1597 1.969
C 3.2573 -3.0964 -0.9145 -0.988
C 1.6527 -4.4081 1.4557 -0.985
O 0.8766 -1.8739 0.2761 -1.086
H 0.7888 -5.2629 -1.5975 0.292
H 0.3747 -3.7018 -2.3476 0.275
H -0.6026 -4.3437 -0.9893 0.262
H 3.7777 -4.0500 -1.0078 0.289
H 3.8173 -2.4402 -0.2506 0.274
H 3.1468 -2.6453 -1.8991 0.271
H 2.5417 -5.0371 1.4255 0.287
H 0.7665 -5.0303 1.5637 0.275
H 1.7278 -3.7096 2.2871 0.279
```

Computed properties:
- Spin multiplicity: 3
- HOMO level (alpha / beta): -16.6 / -16.9 eV
- Charge: +3
- HOMO-LUMO gap (alpha / beta): 6.83 / 6.91 eV
- Total energy: -109175.1097 eV
- LUMO level (alpha / beta): -9.78 / -10.01 eV
- Energy above the lowest of the compared OMol25 structures with the same formula, charge and spin: 0.0 kcal per mole


Number 1: largest force on an atom 0.075 Eh/bohr. Number 2: largest force on an atom 0.015 Eh/bohr. Number 3: largest force on an atom 0.066 Eh/bohr. Number 4: largest force on an atom 0.134 Eh/bohr. Number 5: largest force on an atom 0.019 Eh/bohr.